Entry from the OMol25 dataset: C30H25F4N3OPRhS as an isolated structure (ωB97M-V/def2-TZVPD).

DFT total energy   -2646.95951 a.u.
Gap between HOMO and LUMO (alpha / beta)   6.43 / 4.47 eV
LUMO (alpha / beta)   0.0 / -2.1 eV
Expectation value of S²   6.0482

Geometry as ORCA input:
```
! wB97M-V def2-TZVPD RIJCOSX def2/J DEFGRID3
* xyz 0 5
Rh -0.1662 -0.6135 0.6280
C 2.0383 -2.4928 -0.0785
N 0.7509 -2.1952 -0.7124
C 0.0012 -3.4392 -0.9160
C 0.9074 -1.5100 -2.0008
C 1.5355 -0.1444 -1.8143
N 0.7265 0.5981 -0.8545
C 0.8065 1.9756 -0.9132
C -0.3413 2.7585 -0.7600
F -1.5319 2.1692 -0.5988
C -0.2890 4.1389 -0.8064
F -1.4268 4.8317 -0.6471
C 0.8949 4.8170 -1.0035
C 2.0391 4.0631 -1.1625
F 3.2152 4.6742 -1.3449
C 2.0011 2.6830 -1.1273
F 3.1644 2.0202 -1.2386
H 2.6819 -3.0801 -0.7454
H 1.8548 -3.0522 0.8394
H 2.5608 -1.5735 0.1917
H 0.5297 -4.0949 -1.6196
H -0.9854 -3.2014 -1.3100
H -0.1132 -3.9520 0.0351
H -0.0919 -1.3884 -2.4203
H 1.5116 -2.1175 -2.6900
H 1.5602 0.3776 -2.7770
H 2.5764 -0.2305 -1.4889
H 0.9266 5.8957 -1.0303
O -2.3317 -0.9574 -1.0159
C -2.0209 -0.5250 0.0630
C -3.0617 0.0531 1.0018
C -4.4169 -0.0017 0.6964
C -5.3253 0.5804 1.5645
C -4.8946 1.2167 2.7254
C -3.5461 1.2630 3.0397
C -2.6332 0.6636 2.1811
P -0.8578 0.5490 2.4196
C -0.2733 2.1393 3.0405
C 0.5247 2.1881 4.1834
C 0.9894 3.4084 4.6512
C 0.6467 4.5798 3.9943
C -0.1733 4.5363 2.8740
C -0.6311 3.3210 2.3977
C -0.4786 -0.7317 3.5632
C 0.8980 -1.1542 3.4718
C 1.4216 -2.3821 3.7047
C 0.6244 -3.5146 4.2599
C -1.3200 -2.9462 4.7025
C -1.5426 -1.7221 3.7324
H -4.7330 -0.4832 -0.2188
H -6.3821 0.5521 1.3337
H -5.6172 1.6761 3.3871
H -3.2060 1.7533 3.9435
H 0.7639 1.2679 4.7003
H 1.6120 3.4415 5.5355
H 1.0044 5.5320 4.3636
H -0.4659 5.4525 2.3770
H -1.3058 3.2964 1.5554
H 1.6198 -0.3980 3.1582
H 2.4935 -2.5069 3.6121
H 1.2509 -4.3772 4.4902
H -2.2247 -3.1612 5.2743
H -2.5389 -1.2980 3.8245
S -1.4644 -2.9519 2.2299
C -0.7595 -3.8090 3.6017
N -0.0886 -2.9906 5.4394
*
```